[1]
Here is a molecular structure, C15H28HfN4O5SSe4 from OMol25. Energies are from ωB97M-V with the def2-TZVPD basis set.

Structure (XYZ):
```
58
C15H28HfN4O5SSe4 | OMol25 | ωB97M-V with the def2-TZVPD basis set
Hf 8.68206 8.35118 7.22898
C 7.54941 10.40551 4.69835
C 9.06294 10.18526 4.56444
N 9.36846 8.80696 5.02460
C 9.08022 7.68875 4.10332
C 7.72251 7.03999 4.48588
C 7.09493 6.20979 3.61355
C 5.89593 5.64037 4.02975
C 5.50357 5.98260 5.31946
C 6.14169 6.91502 6.12322
C 5.75635 7.22620 7.59855
N 6.41308 8.49372 7.97291
C 5.76668 9.79526 7.83167
C 5.92754 10.42398 6.47014
N 7.30704 10.35897 6.11714
N 7.29968 7.35848 5.71117
H 6.91766 9.63457 4.20645
H 7.18507 11.38690 4.25179
H 9.56173 10.88935 5.27740
H 9.51373 10.39684 3.56108
H 10.37729 8.77112 5.07158
H 9.87731 6.97874 4.34223
H 8.97397 7.89236 3.03688
H 7.45082 6.00387 2.61475
H 5.32310 4.84219 3.54711
H 4.55288 5.63636 5.66218
H 6.16046 6.45660 8.21580
H 4.65191 7.23392 7.58620
H 6.58014 8.38362 8.94073
H 6.29737 10.38830 8.45914
H 4.76504 9.74828 8.10756
H 5.49170 11.44742 6.47275
H 5.39456 9.90023 5.65054
H 7.82911 11.12903 6.57302
Se 8.34708 6.66623 9.47436
Se 8.70994 4.45352 8.84692
Se 9.56031 5.07920 6.71647
Se 10.89551 6.96730 7.12516
O 10.51887 10.92603 9.39436
S 9.52994 10.70354 8.43178
O 10.13011 9.85996 7.30907
O 8.84474 11.83159 7.88053
O 8.47148 9.69963 8.91122
C 13.69609 9.07844 7.55137
C 13.64073 10.44835 8.12827
O 13.06666 11.33983 7.17603
C 13.02845 12.69471 7.61694
C 12.58190 13.51926 6.44761
H 14.39565 8.49209 8.19265
H 14.20014 9.18639 6.57671
H 12.80971 8.54342 7.39518
H 14.68510 10.86697 8.29361
H 13.23492 10.55033 9.17734
H 14.01694 12.96367 7.94907
H 12.20086 12.83906 8.40516
H 13.27798 13.45164 5.67304
H 12.46635 14.61266 6.75697
H 11.60181 13.16661 6.16211
```

Output
Frontier orbital gap (eV): 6.35
HOMO energy (eV): -7.06
Molecular weight (g/mol): 870.809
Max |F| (Eh/bohr): 0.0698
LUMO level (eV): -0.7
Energy (eV): -305739.7873

***

[2]
Here is a molecular structure, C15H29Cl5NO2P2S4ScSi from OMol25. Energies are from ωB97M-V with the def2-TZVPD basis set.

Structure (XYZ):
```
60
C15H29Cl5NO2P2S4ScSi | OMol25 | ωB97M-V with the def2-TZVPD basis set
Sc 0.49972 -0.23843 1.04845
C -2.07112 2.26203 -4.13942
C -3.35883 1.55010 -3.73202
S -3.06587 -0.13808 -3.15416
C -3.91534 -0.19793 -1.55994
C -3.61760 0.88582 -0.53590
S -1.92095 1.01906 0.08605
C -1.46964 2.75054 -0.19328
C -1.59917 3.31784 -1.60246
S -0.76170 2.36555 -2.89620
H -1.60306 1.73377 -4.97216
H -2.31352 3.26407 -4.50005
H -3.88126 2.10417 -2.95376
H -4.02791 1.52074 -4.59359
H -4.99516 -0.20367 -1.72459
H -3.65516 -1.17662 -1.15337
H -3.87388 1.87331 -0.91792
H -4.25195 0.70473 0.33185
H -2.05273 3.36784 0.49279
H -0.43564 2.80109 0.14740
H -2.64764 3.41950 -1.88252
H -1.18038 4.32537 -1.58341
C 3.91074 -1.51234 2.30273
P 2.42451 -2.19272 1.50584
C 2.09480 -3.69164 2.48335
C 3.06503 -2.84859 -0.08251
C 1.90129 -3.24036 -0.99074
P 0.79156 -1.81152 -1.33810
C -0.49209 -2.61770 -2.34197
C 1.72910 -0.89126 -2.60308
H 4.71212 -2.25250 2.32669
H 3.65992 -1.20900 3.31783
H 4.24344 -0.62852 1.75801
H 3.00119 -4.29625 2.55154
H 1.29529 -4.27422 2.02957
H 1.76911 -3.40567 3.48357
H 3.73288 -3.69392 0.10287
H 3.66228 -2.05712 -0.54404
H 1.28561 -4.00920 -0.51691
H 2.25840 -3.64776 -1.94051
H -0.02774 -3.24818 -3.10253
H -1.09754 -1.85256 -2.82225
H -1.13566 -3.22647 -1.70802
H 1.93879 -1.53146 -3.46218
H 2.66260 -0.51282 -2.18897
H 1.14039 -0.02940 -2.92137
S 2.76045 3.17978 -1.46400
C 2.18559 1.93187 -0.65489
N 1.75504 1.00711 -0.05411
Cl -0.35139 1.52893 5.52620
C 0.92721 2.00954 4.39574
Cl 0.89286 3.73642 4.04847
C 0.74210 1.18908 3.12815
O -0.09276 1.51666 2.25744
O 1.43792 0.14382 2.99284
H 1.87968 1.76704 4.85167
Cl -1.32906 -3.95313 0.89578
Si -1.36306 -2.12304 1.99231
Cl -1.05677 -2.78545 3.96179
Cl -3.42671 -1.69178 1.99392
```

Output
Frontier orbital gap (eV): 8.47
HOMO energy (eV): -8.48
Molecular weight (g/mol): 695.925
Max |F| (Eh/bohr): 0.0054
LUMO level (eV): 0.0
Energy (eV): -174729.3767

***

[3]
Here is a molecular structure, C15H29Cl5NO2P2S4ScSi from OMol25. Energies are from ωB97M-V with the def2-TZVPD basis set.

Structure (XYZ):
```
60
C15H29Cl5NO2P2S4ScSi | OMol25 | ωB97M-V with the def2-TZVPD basis set
Sc 0.76690 0.11690 -0.54715
C -0.02128 3.07682 2.61796
C -1.46298 2.97864 2.13215
S -1.60138 2.08028 0.54913
C -3.11295 1.10279 0.79386
C -3.19137 0.17458 2.01043
S -1.65141 -0.69077 2.48847
C -1.30235 0.13376 4.09199
C 0.08104 0.76675 4.27150
S 0.87915 1.51210 2.82330
H 0.01151 3.61106 3.56851
H 0.58508 3.62313 1.89377
H -1.85770 3.98126 1.96570
H -2.09469 2.47647 2.86241
H -3.15534 0.52045 -0.12635
H -3.96283 1.78588 0.79806
H -3.91683 -0.61083 1.79681
H -3.55012 0.70707 2.88862
H -1.42923 -0.63354 4.85536
H -2.08531 0.87546 4.23153
H 0.79615 0.00771 4.57220
H 0.02806 1.52472 5.05529
C -2.38327 -3.06330 -0.41988
P -1.34389 -1.87988 -1.36825
C -2.66708 -1.11600 -2.40119
C -0.64325 -3.01838 -2.65222
C 0.32668 -2.30057 -3.59318
P 1.69530 -1.48016 -2.66977
C 2.88819 -2.84597 -2.40370
C 2.54210 -0.60401 -4.03476
H -2.99188 -3.65491 -1.10486
H -3.03942 -2.50954 0.25376
H -1.75420 -3.71998 0.17372
H -3.34033 -1.88751 -2.77560
H -2.21833 -0.58142 -3.23724
H -3.24065 -0.39202 -1.82322
H -1.48220 -3.43784 -3.21292
H -0.14161 -3.83823 -2.13641
H -0.19446 -1.51066 -4.14158
H 0.74374 -2.99666 -4.32433
H 3.15634 -3.30868 -3.35438
H 2.47801 -3.58994 -1.72677
H 3.78104 -2.42519 -1.93922
H 2.71746 -1.28985 -4.86334
H 3.49336 -0.22524 -3.66197
H 1.94321 0.24230 -4.37143
S -1.77539 2.65780 -3.68045
C -0.91673 1.66819 -2.79094
N -0.29266 0.90622 -2.13108
Cl 2.78822 4.64333 -0.60448
C 3.06777 3.17831 -1.52901
Cl 2.37877 3.31196 -3.16888
C 2.38626 1.95902 -0.90607
O 1.38245 2.11854 -0.17012
O 2.80662 0.81709 -1.21033
H 4.13436 3.02230 -1.63686
Cl 1.03187 -3.45788 0.44570
Si 1.87204 -1.61399 1.29058
Cl 3.90440 -2.12046 1.20905
Cl 1.50102 -2.07761 3.30525
```

Output
Frontier orbital gap (eV): 8.41
HOMO energy (eV): -8.38
Molecular weight (g/mol): 695.925
Max |F| (Eh/bohr): 0.0233
LUMO level (eV): 0.0
Energy (eV): -174728.8692

***

[4]
Here is 2 unconnected molecules or ions with the total composition C15H29NOSi from OMol25. Energies are from ωB97M-V with the def2-TZVPD basis set.

Structure (XYZ):
```
47
C15H29NOSi | OMol25 | ωB97M-V with the def2-TZVPD basis set
C -0.15684 -1.47467 2.95814
Si 1.00196 -2.34570 1.70886
C 1.00901 -4.25385 1.82630
C 2.74719 -1.54170 1.83817
N 0.42046 -1.95225 0.00568
C 1.27769 -2.62931 -1.04432
C 1.84360 -1.63568 -2.16084
C 0.70141 -0.68406 -2.80690
C 0.97343 0.77204 -2.16180
C 0.05730 1.39594 -1.09102
C 0.26667 2.75169 -0.39107
C 1.50851 3.58266 -0.79727
C 2.43362 3.00072 -1.90612
C 2.21350 1.62836 -2.60756
H 0.17079 -0.40758 3.23480
H -0.13642 -2.10121 3.92279
H -1.23210 -1.35791 2.54453
H 1.84979 -4.69903 1.16988
H 0.01168 -4.61305 1.36051
H 1.06679 -4.65016 2.89374
H 3.51891 -2.38550 1.80597
H 2.94295 -0.83790 0.93816
H 2.86475 -0.87053 2.76951
H 0.56687 -0.92896 -0.09496
H -0.58303 -2.20115 -0.10229
H 0.71858 -3.53176 -1.46021
H 2.20046 -3.05189 -0.48732
H 2.33072 -2.28777 -2.97593
H 2.69402 -1.02068 -1.69888
H 0.81040 -0.67774 -3.95254
H -0.31022 -1.07553 -2.45321
H -0.85014 0.76753 -0.76088
H -0.46073 3.11194 0.42220
H 1.71400 4.57427 -0.28269
H 3.33293 3.62106 -2.22955
H 2.90452 1.22357 -3.42351
C -4.13087 1.23395 0.16936
C -3.65757 2.34455 1.12834
C -3.74093 3.70133 0.40259
O -2.37317 2.11287 1.43567
H -3.51763 1.17966 -0.73839
H -4.10452 0.25131 0.65421
H -5.16749 1.41400 -0.14748
H -4.41210 2.38748 1.93729
H -3.11502 3.73065 -0.49702
H -3.43016 4.52285 1.05674
H -4.77356 3.90712 0.08830
```

Output
Frontier orbital gap (eV): 4.66
HOMO energy (eV): -5.11
Molecular weight (g/mol): 267.489
Max |F| (Eh/bohr): 0.0878
LUMO level (eV): -0.4
Energy (eV): -27433.9555